[1]
Molecular formula: C4H13N2O2
Method: DFT, ωB97M-V/def2-TZVPD

```
21
Properties=species:S:1:pos:R:3:nbo_charge:R:1
C -0.4402 -1.3667 0.0846 -0.244
C -1.3645 -0.6412 -0.8300 -0.409
C -1.2682 0.9303 -0.9709 -0.501
C -0.7847 1.6586 0.2522 0.682
N -1.2032 2.9268 0.4390 -0.781
O 0.0197 1.2484 1.1073 -0.685
N 0.9775 -0.9251 -0.0931 -0.729
H -0.6065 -2.4346 0.0691 0.238
H -0.7092 -0.9613 1.1040 0.241
H -2.3742 -0.7643 -0.4567 0.239
H -1.2732 -1.0702 -1.8473 0.219
H -2.1720 1.2430 -1.4501 0.257
H -0.3899 1.1045 -1.5665 0.231
H -0.7868 3.4843 1.1648 0.418
H -2.0633 3.3265 0.0591 0.408
H 1.0856 -0.0464 0.4786 0.474
H 1.6615 -1.6372 0.3221 0.475
H 1.2161 -0.7172 -1.0615 0.415
H 3.5757 -1.2119 1.6686 0.520
H 3.7253 -2.4075 0.5586 0.513
O 3.1746 -1.7388 0.9681 -0.982
```

Calculated values
Calculated total energy in a.u.: -419.98796
HOMO-LUMO gap in eV: 11.00
Lowest unoccupied orbital energy in eV: -2.88
ΔE to the lowest compared entry with this formula, charge and spin in kcal per mole: 23.5
E_HOMO in eV: -13.8798
Charge: +1



[2]
Molecular formula: C4H13N2O2
Method: DFT, ωB97M-V/def2-TZVPD

```
21
Properties=species:S:1:pos:R:3:nbo_charge:R:1
C 2.6847 -0.8922 0.0274 -0.424
C 0.3897 -1.5866 0.2803 -0.418
C -3.4425 0.3800 -0.6084 -0.244
C 0.9721 0.8767 0.2285 0.806
N 1.8032 1.8984 -0.1673 -0.791
N 1.2793 -0.3785 0.0909 -0.377
O -0.2385 1.3138 0.4318 -0.632
O -2.5186 0.0831 0.4714 -0.779
H 2.9742 -0.8468 -1.0147 0.231
H 3.3726 -0.1458 0.4796 0.220
H 2.6834 -1.8375 0.5635 0.240
H 0.8977 -2.3407 -0.4109 0.242
H 0.5838 -1.8495 1.3357 0.225
H -0.6540 -1.2695 0.0340 0.243
H -4.3417 -0.1517 -0.4311 0.195
H -2.9218 0.2069 -1.5083 0.193
H -3.7859 1.4029 -0.6957 0.187
H 2.7268 1.6348 -0.4683 0.404
H 1.4357 2.7680 -0.5670 0.444
H -2.9665 0.1151 1.3645 0.505
H -0.9339 0.6190 0.5641 0.531
```

Calculated values
Calculated total energy in a.u.: -419.94346
HOMO-LUMO gap in eV: 11.54
Lowest unoccupied orbital energy in eV: -2.83
ΔE to the lowest compared entry with this formula, charge and spin in kcal per mole: 51.4
E_HOMO in eV: -14.3661
Charge: +1



What is the ΔE to the lowest compared entry with this formula, charge and spin in the first record? 23.5 kcal per mole



charge of number 2 (C4H13N2O2)? +1



What is the formula in the first record? C4H13N2O2